# 1
A molecular structure, C17H9BrNO9ReS, computed with ωB97M-V with the def2-TZVPD basis set.

As for the orbital gap (spin up / spin down): 7.84 / 8.02 eV. As for the energy relative to the best compared isomer or geometry (same formula, charge and spin): 48.7 kJ/mol. The multiplicity is 4. Its total charge is -1. Its expectation value of S² is 3.773. For the calculated total energy, the calculation gives -4435.8191 Eh. The calculation puts the HOMO energy (spin up / spin down) at -0.197 / -0.225 Eh.

Element x y z (Å)
1 Re 0.26460 -0.02032 -0.43629
2 Br 0.55561 -2.25884 0.87899
3 S -0.02792 0.68500 -3.05880
4 O 2.47697 -1.36432 -0.95490
5 O 1.11836 1.12403 -3.79420
6 O 0.49653 3.08518 2.20506
7 O -1.29670 0.76682 -3.71950
8 O -0.10516 1.48512 -1.68383
9 O -0.00891 1.14239 1.20698
10 O 5.20082 3.80280 0.17483
11 O 4.56805 -0.94201 -1.71238
12 O 0.19820 -0.68530 -2.40691
13 N 2.18780 1.05753 -0.08183
14 C 0.74107 2.19446 1.42535
15 C -1.29646 -2.50049 1.27485
16 C -4.11869 -0.02350 -0.57814
17 C -3.04286 -3.72587 2.33304
18 C 3.49756 -0.65737 -1.18245
19 C -1.66792 -3.51516 2.09897
20 C 3.03329 3.10143 0.77162
21 C 4.40095 1.67285 -0.60174
22 C 4.22639 2.86420 0.09087
23 C -3.57343 -1.86630 0.86711
24 C 2.04226 2.15933 0.65264
25 C -4.52978 -1.03603 0.23883
26 C -3.96566 -2.92310 1.72671
27 C -1.76211 -0.55385 -0.22222
28 C 3.35471 0.77566 -0.64875
29 C -2.19585 -1.62403 0.62331
30 C -2.74670 0.21856 -0.79836
31 H 2.88572 3.97979 1.38241
32 H -3.35367 -4.52854 2.98880
33 H 5.95986 3.51234 -0.34261
34 H -5.58246 -1.21981 0.41974
35 H -4.84772 0.61347 -1.06385
36 H 5.33244 1.39901 -1.08190
37 H -2.46942 1.03725 -1.44743
38 H -0.92516 -4.15147 2.56108
39 H -5.02462 -3.08091 1.89491



# 2
5 unconnected molecules or ions with the total composition C2H13O4S at a distorted geometry, computed with ωB97M-V with the def2-TZVPD basis set.

As for the orbital gap: 6.98 eV. As for the energy relative to the best compared isomer or geometry (same formula, charge and spin): 160.4 kJ/mol. The multiplicity is 1. Its total charge is -1. For the calculated total energy, the calculation gives -783.1607 Eh. The calculation puts the HOMO energy at -0.133 Eh.

Element x y z (Å)
1 S -2.03061 0.55793 -1.76674
2 O 0.17789 -1.68036 -2.81735
3 O 0.43545 0.33347 0.12843
4 O 4.94919 2.55941 1.06679
5 O 2.85194 0.59312 1.12949
6 C -2.64279 -0.88235 -0.51431
7 C -2.79149 -0.40801 1.00585
8 H -0.28297 0.89441 -0.16965
9 H -3.50346 0.46085 1.12123
10 H 2.79007 -0.34038 0.87406
11 H 1.98271 0.83406 0.79115
12 H -3.31807 -1.29665 1.41202
13 H -0.73637 -1.68492 -2.71848
14 H -1.86389 -0.25411 1.50397
15 H 4.53715 1.73542 0.87095
16 H 4.31731 3.19502 1.57846
17 H 0.31532 -0.86177 -2.25026
18 H -1.86768 -1.79426 -0.35643
19 H 0.28789 -0.55797 -0.12639
20 H -3.60760 -1.40292 -0.76279



# 3
A molecular structure, C31H31InN8O4PS2, computed with ωB97M-V with the def2-TZVPD basis set.

As for the orbital gap (spin up / spin down): 4.88 / 7.36 eV. As for the energy relative to the best compared isomer or geometry (same formula, charge and spin): 49.5 kJ/mol. The multiplicity is 2. Its total charge is 0. Its expectation value of S² is 0.776. For the calculated total energy, the calculation gives -3266.9364 Eh. The calculation puts the HOMO energy (spin up / spin down) at -0.203 / -0.294 Eh.

Element x y z (Å)
1 In -0.07603 -0.44071 0.12809
2 S -2.47310 -1.20593 -0.34251
3 S -4.55583 1.42955 0.44861
4 P -3.34311 0.57038 -0.78539
5 O -4.08583 0.36301 -2.18843
6 O -2.03109 1.46690 -1.12338
7 O 1.62682 -1.94610 0.28947
8 O 0.75955 -5.51676 2.35078
9 N 1.59889 1.03681 1.46255
10 N 1.48647 2.17386 -0.57278
11 N 0.22731 -1.36865 -2.02296
12 N 2.07359 2.23083 3.41585
13 N 1.06586 0.96705 -1.04456
14 N 0.35587 -2.96841 1.90635
15 N -0.20802 -1.75409 1.99022
16 N -1.17893 0.73907 1.93527
17 C -2.12435 2.87919 -1.36885
18 C -4.32269 -0.12452 -4.50446
19 C 1.30905 -2.96659 0.95120
20 C 1.90790 -1.36579 -3.74846
21 C -2.23268 0.41331 4.04949
22 C 2.37393 -6.60985 1.05796
23 C -1.49578 2.02432 1.99209
24 C 2.42572 4.63045 3.45996
25 C 2.97914 -4.27550 -0.29736
26 C -2.16670 2.58633 3.06572
27 C -3.42198 -0.26163 -3.29960
28 C 1.68837 -5.43642 1.38383
29 C 3.65259 -5.43600 -0.61249
30 C 1.55393 -2.63562 -4.10488
31 C 1.24199 -0.73694 -2.66927
32 C -2.78370 3.21111 -2.69053
33 C 1.79509 1.10091 2.72770
34 C -1.02111 -1.44026 2.92332
35 C -2.55731 1.75862 4.10399
36 C 2.04001 4.69249 0.70442
37 C 2.49978 5.82794 2.77212
38 C 0.52364 -3.29024 -3.40630
39 C 3.34059 -6.60623 0.07554
40 C -1.52107 -0.06251 2.95555
41 C 1.61337 0.52864 -2.17381
42 C 2.30696 5.85944 1.39377
43 C -0.09929 -2.61081 -2.38557
44 C 1.96941 3.47413 1.37771
45 C 1.99626 -4.24926 0.69736
46 C 2.16110 3.46070 2.75952
47 C 1.67636 2.20682 0.70118
48 H 1.74625 0.18963 3.31618
49 H -3.83048 2.91380 -2.69192
50 H -1.19786 2.62674 1.14198
51 H 2.70512 6.74151 3.31285
52 H 1.88185 4.69466 -0.36470
53 H -2.27201 2.71662 -3.51510
54 H 0.22128 -4.29583 -3.65609
55 H -3.80741 -0.48426 -5.39434
56 H 4.40943 -5.43805 -1.38430
57 H 2.21085 2.18714 4.41180
58 H -1.08693 3.22206 -1.35104
59 H -1.29616 -2.14210 3.70734
60 H 3.18607 -3.35144 -0.81919
61 H -3.10680 2.15375 4.94666
62 H -2.40177 3.63943 3.06110
63 H -4.59549 0.91890 -4.65960
64 H -2.51039 -0.26543 4.84363
65 H -3.23380 -1.30698 -3.04934
66 H 2.57139 4.59837 4.53134
67 H 2.39816 1.10895 -2.64358
68 H -2.73100 4.28785 -2.85323
69 H -2.67426 3.33971 -0.54079
70 H 2.70255 -0.83790 -4.25786
71 H -5.23623 -0.70261 -4.37329
72 H -0.91500 -3.06154 -1.83139
73 H 2.36370 6.79845 0.86203
74 H -2.45642 0.22320 -3.46279
75 H 3.85819 -7.52710 -0.16224
76 H 2.06676 -3.13731 -4.91491
77 H 2.11960 -7.51123 1.59690
78 H 0.35985 -4.62204 2.45584



# 4
A molecular structure, C6H9Cl2ErIrO3P at a distorted geometry, computed with ωB97M-V with the def2-TZVPD basis set.

As for the orbital gap (spin up / spin down): 4.35 / 5.28 eV. As for the energy relative to the best compared isomer or geometry (same formula, charge and spin): 200.0 kJ/mol. The multiplicity is 8. Its total charge is +4. Its expectation value of S² is 15.764. For the calculated total energy, the calculation gives -2838.9138 Eh. The calculation puts the HOMO energy (spin up / spin down) at -0.773 / -0.937 Eh.

Element x y z (Å)
1 Ir -0.28261 -1.01747 -4.78353
2 Er -0.50721 -0.40355 -0.63201
3 Cl 1.41855 -1.81132 -1.02037
4 Cl -1.19892 0.09997 -2.98725
5 P -0.15435 0.34333 2.07799
6 O -1.38980 -2.57110 1.99430
7 O -0.86480 0.46226 -7.35207
8 O 0.67288 -3.30198 -6.51462
9 C 1.34316 -0.08436 3.02916
10 C 0.35566 -2.41155 -5.82242
11 C -1.00960 1.27507 3.39665
12 C -0.62093 -0.06825 -6.33478
13 C -1.26491 -1.79472 1.14075
14 C 0.43368 1.62884 0.94282
15 H -0.41773 2.15710 0.46393
16 H 1.92908 0.84110 3.15221
17 H 1.13140 1.21912 0.18954
18 H -1.13812 0.65849 4.31553
19 H 1.88434 -0.84776 2.45406
20 H 0.97222 2.34144 1.57134
21 H -2.00078 1.63861 3.05860
22 H -0.32958 2.12680 3.63438
23 H 1.03839 -0.48006 4.02579



# 5
A single C2H4N2O molecule at a distorted geometry, computed with ωB97M-V with the def2-TZVPD basis set.

As for the orbital gap: 11.12 eV. As for the energy relative to the best compared isomer or geometry (same formula, charge and spin): 118.0 kJ/mol. The multiplicity is 1. Its total charge is 0. For the calculated total energy, the calculation gives -263.3183 Eh. The calculation puts the HOMO energy at -0.383 Eh.

Element x y z (Å)
1 O -0.13870 1.34573 0.41217
2 N -2.43102 -1.04885 1.57678
3 N 0.36715 -0.81848 -0.33313
4 C -1.75181 -0.48853 0.79941
5 C -0.72210 0.08441 -0.10656
6 H 0.19789 -1.74663 -0.88489
7 H -1.19029 0.40927 -0.97072
8 H -0.05843 1.24623 1.31216
9 H 1.11326 -0.28794 -0.79255



Which of these has the lowest energy relative to the best compared isomer or geometry (same formula, charge and spin)?
C17H9BrNO9ReS